Density functional theory data (wB97M-V/def2-TZVPD) for a structure of composition C43H61AsN2O8SSbScSeSi3 at a distorted geometry.

Output
calculated total energy = -252836.0679 eV
energy relative to the best compared isomer or geometry (same formula, charge and spin) = 27.04 kcal per mole
gap between HOMO and LUMO = 8.53 eV

```
! RIJCOSX wB97M-V def2-TZVPD def2/J DEFGRID3
* xyz 0 1
Sb -1.43534 -0.30303 2.28207
Se -2.91385 -0.10810 -0.65669
As 0.49768 -0.08132 -3.00739
Sc -0.43546 0.65896 -0.24392
S 2.15887 0.11599 1.23642
Si -3.80781 0.78855 2.71290
Si -0.47059 0.66763 4.48213
Si -1.84281 -2.79295 3.07442
O -3.39235 -1.15735 0.41436
O -0.25511 -2.47758 0.35381
O -1.49223 -0.69898 -1.23601
O -3.95112 0.18828 -1.78711
O -2.39141 1.27754 0.03556
O -0.76191 2.29117 -1.93072
O 2.14693 3.93106 0.66232
O 1.38875 -0.25390 -0.00136
N -2.47404 3.71186 -1.49228
N 0.56730 2.18382 0.78444
C 4.02039 -3.48581 0.80033
C 1.69008 0.04482 -5.70865
C 3.27319 -2.34377 0.56313
C 4.85859 2.01149 -1.13094
C -1.33661 1.09352 -4.86961
C 1.37422 -4.26808 -3.63053
C 4.48392 1.54430 1.57649
C -3.89790 3.92848 -1.53419
C 5.78710 2.46836 -0.21068
C 0.66810 -3.07276 -3.59579
C 2.33878 1.84296 -4.26968
C -1.11053 -0.06062 -4.12023
C 3.58015 1.05835 0.64729
C -2.10254 -1.03154 -4.09047
C 1.30241 -0.05434 4.48842
C 1.29511 -1.88721 -3.23387
C -3.48450 0.27804 -5.55102
C 4.59924 -2.64653 2.97103
C 4.68183 -3.63854 2.00807
C 1.63883 0.65768 -4.46044
C 3.18585 -1.36074 1.53046
C 1.34619 3.07019 0.69889
C -1.73470 4.43189 -0.47822
C -1.05179 0.27248 6.26483
C -1.92462 2.67826 -2.10520
C 3.11369 1.78693 -6.53980
C -0.08776 -3.60283 3.25470
C 3.36004 -3.12663 -2.93983
C -2.96210 -3.80177 1.88074
C -3.38008 2.67133 2.89015
C 3.75033 1.30084 -0.70141
C -2.63694 -2.97087 4.82255
C 2.41574 0.60508 -6.74218
C 5.59511 2.24251 1.14304
C 2.71689 -4.30088 -3.29801
C -5.29661 0.64989 1.51385
C -3.27949 -0.86578 -4.80046
C 2.65304 -1.93853 -2.91166
C -0.19600 2.56801 4.41222
C -2.51298 1.26532 -5.57798
C 3.84959 -1.50820 2.73715
C -4.55695 0.22955 4.40738
C 3.07834 2.40163 -5.30038
H -4.35110 3.61375 -0.59108
H -2.03924 -2.47243 5.57460
H 2.28550 2.33695 -3.30248
H -2.57378 2.92219 2.20247
H -0.67908 4.42979 -0.74000
H -4.10949 4.98339 -1.70611
H -2.68259 2.17382 -6.14109
H -4.41126 0.40588 -6.09078
H 3.77880 -0.75137 3.49845
H -0.93212 -2.22836 -0.29573
H -0.58303 1.87968 -4.86663
H -0.17094 2.89176 3.37480
H -2.57538 2.20203 -2.85385
H 1.13907 -0.87764 -5.86412
H 1.96416 0.61679 3.95154
H 5.10771 -2.75005 3.91575
H -2.70574 -4.01805 5.09839
H -0.97464 3.12253 4.92278
H -2.09795 5.45501 -0.43717
H 4.31396 1.38184 2.62902
H 5.25464 -4.53323 2.19905
H 0.38752 -3.26939 4.17152
H -3.04278 2.89834 3.89594
H 3.26286 -5.23335 -3.32532
H 1.69280 -0.17642 5.49225
H -4.22847 3.31361 2.66420
H -5.65863 -0.37283 1.49280
H -0.36590 0.70903 6.98244
H -3.79729 0.16544 5.17705
H 4.40829 -3.13645 -2.67596
H 0.55031 -3.32532 2.42125
H 0.50825 -2.78258 -0.14465
H 6.65598 3.01292 -0.54627
H 3.62167 3.32300 -5.14119
H -5.31147 0.93895 4.73032
H -5.03414 -0.74041 4.32610
H -2.54418 -3.83458 0.88157
H -1.84776 3.95361 0.49695
H 6.30247 2.61783 1.86523
H -0.37852 -3.07214 -3.86775
H 2.43478 0.12516 -7.71004
H -2.04152 0.64936 6.48730
H 1.33064 -1.02055 3.99596
H -3.63357 -2.54990 4.85873
H 4.99053 2.21191 -2.18425
H -6.12612 1.30080 1.79115
H 0.74940 2.84673 4.86443
H 3.15894 -1.01423 -2.64326
H -3.12618 -4.82233 2.21327
H 0.86896 -5.17843 -3.92137
H -4.33897 3.33425 -2.33074
H -1.05779 -0.79638 6.43562
H 4.08395 -4.25947 0.04639
H -4.04512 -1.62818 -4.75599
H -1.99700 -1.90863 -3.46570
H 3.67299 2.22963 -7.35142
H 3.00393 0.94230 -1.40311
H -4.99513 0.89740 0.49933
H -0.14193 -4.68622 3.29155
H 2.75895 -2.20984 -0.37640
H -3.92838 -3.31503 1.79176
*
```